54
Properties=species:S:1:pos:R:3 method="wB97M-V/def2-TZVPD" molar_mass_g_mol=407.84 total_charge=+2 total_energy_ha=-2091.1749
Mg 0.64 -0.86 0.73
C 2.08 -1.04 -1.78
C 2.34 -2.33 -1.01
O 1.28 -2.59 -0.11
C 0.19 -3.38 -0.58
C -1.00 -2.48 -0.91
O -1.13 -1.52 0.13
C -2.14 -1.78 1.10
C -1.63 -1.20 2.42
O -0.23 -1.34 2.39
C 0.46 -1.51 3.60
C 1.93 -1.62 3.17
O 2.20 -0.76 2.07
C 2.46 0.59 2.39
C 1.17 1.41 2.29
O 0.56 1.13 1.04
C 0.95 1.99 -0.02
C 1.36 1.16 -1.24
O 1.59 -0.15 -0.80
H 1.35 -1.17 -2.59
H 3.02 -0.66 -2.22
H 3.23 -2.18 -0.38
H 2.51 -3.18 -1.68
H -0.06 -4.06 0.24
H 0.47 -3.99 -1.45
H -1.91 -3.06 -1.05
H -0.81 -1.91 -1.82
H -2.29 -2.86 1.20
H -3.08 -1.30 0.81
H -2.07 -1.75 3.26
H -1.90 -0.14 2.49
H 0.15 -2.43 4.12
H 0.30 -0.66 4.28
H 2.11 -2.63 2.79
H 2.61 -1.43 4.00
H 3.18 0.94 1.64
H 2.91 0.70 3.39
H 1.38 2.48 2.39
H 0.46 1.12 3.06
H 1.78 2.62 0.31
H 0.09 2.63 -0.26
H 2.27 1.58 -1.70
H 0.55 1.16 -1.99
S -2.00 0.88 -1.20
C -2.24 2.11 -2.27
N -3.08 3.12 -2.10
C -3.01 4.21 -3.04
C -2.48 3.60 -4.34
S -1.39 2.24 -3.80
H -3.64 3.18 -1.26
H -2.33 4.98 -2.66
H -4.00 4.66 -3.18
H -1.89 4.30 -4.93
H -3.27 3.17 -4.95

103
Properties=species:S:1:pos:R:3 method="wB97M-V/def2-TZVPD" molar_mass_g_mol=685.71 total_charge=-1 total_energy_ha=-2782.6114
P 0.49 -0.76 1.03
F 0.80 -0.27 -0.52
F 1.71 0.06 1.57
F -0.53 0.51 1.34
F 0.37 -1.26 2.58
F -0.77 -1.72 0.58
F 1.58 -2.02 0.78
C 6.73 -0.04 -2.77
O 7.75 -0.04 -3.43
N 5.67 0.60 -3.19
N 6.54 -0.62 -1.63
H 5.56 0.98 -4.12
H 4.90 0.57 -2.53
H 7.32 -1.13 -1.24
H 5.61 -0.48 -1.27
C 5.74 -2.26 6.45
O 6.61 -2.82 7.05
N 5.80 -1.79 5.25
N 4.54 -2.03 6.85
H 5.01 -1.48 4.69
H 6.66 -2.04 4.79
H 3.87 -1.80 6.13
H 4.24 -2.41 7.74
C -5.12 -3.70 4.70
O -5.97 -4.31 5.31
N -5.29 -2.63 3.96
N -3.93 -3.94 4.70
H -6.24 -2.30 3.87
H -4.49 -2.27 3.48
H -3.58 -4.65 5.32
H -3.31 -3.19 4.44
C 6.68 6.93 -0.67
C 5.25 7.22 -1.05
C 4.36 6.87 0.16
O 5.18 8.59 -1.47
H 6.91 7.35 0.31
H 7.39 7.33 -1.39
H 6.78 5.85 -0.82
H 4.96 6.54 -1.85
H 3.34 6.94 -0.22
H 4.41 7.56 1.00
H 4.49 5.82 0.44
H 4.87 8.62 -2.38
C 1.45 -9.55 1.94
C 2.09 -8.34 1.34
C 3.48 -8.66 0.70
O 1.23 -7.73 0.36
H 1.28 -10.30 1.17
H 0.51 -9.19 2.36
H 2.08 -9.93 2.75
H 2.30 -7.60 2.11
H 3.91 -7.72 0.37
H 3.49 -9.16 -0.27
H 4.25 -9.08 1.35
H 1.40 -6.80 0.51
C -1.12 7.32 6.88
C -1.27 6.28 5.83
C -1.61 6.98 4.52
O 0.00 5.61 5.55
H -2.13 7.69 7.09
H -0.39 8.08 6.59
H -0.83 6.87 7.83
H -2.00 5.59 6.24
H -1.57 6.35 3.63
H -1.02 7.88 4.28
H -2.61 7.35 4.73
H -0.18 4.93 4.90
C -1.86 -6.63 -5.34
C -0.39 -6.84 -5.67
C 0.50 -5.59 -5.48
O 0.00 -7.94 -4.95
H -1.98 -6.46 -4.27
H -2.49 -7.47 -5.64
H -2.17 -5.60 -5.55
H -0.46 -7.00 -6.75
H 1.56 -5.72 -5.70
H 0.38 -5.27 -4.44
H 0.29 -4.80 -6.19
H 0.13 -7.69 -4.03
C -4.56 7.39 -3.32
C -3.01 7.47 -3.41
C -2.32 6.08 -3.54
O -2.71 8.31 -4.49
H -5.02 8.30 -2.94
H -4.89 6.49 -2.79
H -4.98 7.21 -4.31
H -2.65 7.89 -2.47
H -1.24 6.17 -3.41
H -2.44 5.61 -4.52
H -2.59 5.39 -2.74
H -3.22 9.12 -4.45
C -7.78 -2.98 -2.89
C -8.04 -1.58 -3.45
C -6.77 -0.75 -3.26
O -8.36 -1.69 -4.82
H -6.96 -3.38 -3.49
H -8.66 -3.63 -2.94
H -7.38 -3.01 -1.88
H -8.86 -1.10 -2.91
H -6.70 0.11 -3.92
H -5.86 -1.35 -3.34
H -6.72 -0.48 -2.20
H -7.48 -1.80 -5.20

76
Properties=species:S:1:pos:R:3 method="wB97M-V/def2-TZVPD" molar_mass_g_mol=692.02 total_energy_ha=-2168.3854
Cd 0.35 1.09 0.54
O -1.70 3.27 -1.71
C -1.76 4.05 -0.53
C -0.40 4.38 0.10
N 0.13 3.38 1.05
C 1.57 3.65 1.23
C 2.45 3.05 0.09
O 3.51 3.61 -0.14
O 1.99 1.99 -0.47
C -0.59 3.43 2.34
C -0.72 2.05 3.05
O -0.74 2.06 4.27
O -0.84 1.02 2.29
H -1.56 2.34 -1.47
H -2.42 3.57 0.22
H -2.23 4.99 -0.83
H -0.47 5.35 0.60
H 0.31 4.47 -0.72
H 1.91 3.17 2.15
H 1.78 4.72 1.30
H -1.61 3.76 2.17
H -0.12 4.13 3.03
O 4.69 -4.45 -1.15
C 3.44 -4.33 -1.79
C 2.71 -3.12 -1.28
C 1.52 -2.71 -1.86
C 0.87 -1.61 -1.34
N 1.33 -0.91 -0.30
C 2.49 -1.27 0.24
C 3.20 -2.38 -0.22
C 2.99 -0.48 1.40
C 4.34 -0.48 1.75
C 4.73 0.19 2.90
C 6.16 0.13 3.37
O 6.39 -1.03 4.16
C 3.76 0.83 3.66
C 2.44 0.80 3.22
N 2.07 0.18 2.10
H 5.22 -5.11 -1.60
H 2.81 -5.21 -1.59
H 3.55 -4.24 -2.88
H 1.10 -3.24 -2.71
H -0.06 -1.26 -1.77
H 4.12 -2.69 0.26
H 5.08 -0.97 1.13
H 6.42 1.04 3.92
H 6.84 0.04 2.52
H 5.83 -0.98 4.95
H 4.01 1.36 4.56
H 1.65 1.28 3.78
C -4.40 -3.24 -1.54
N -3.89 -2.12 -0.77
N -3.17 -1.11 -1.40
C -2.29 -0.56 -0.48
O -1.55 0.40 -0.76
C -2.46 -1.29 0.73
C -3.40 -2.24 0.50
C -3.90 -3.33 1.38
C -3.64 -0.48 -2.58
C -5.01 -0.35 -2.80
C -5.46 0.27 -3.96
C -4.55 0.79 -4.87
C -3.19 0.69 -4.62
C -2.73 0.05 -3.48
H -4.64 -2.91 -2.55
H -5.31 -3.62 -1.08
H -3.67 -4.05 -1.61
H -1.93 -1.06 1.64
H -3.53 -3.18 2.39
H -3.56 -4.30 1.03
H -4.99 -3.34 1.41
H -5.71 -0.71 -2.07
H -6.52 0.36 -4.13
H -4.91 1.28 -5.76
H -2.48 1.12 -5.31
H -1.67 -0.01 -3.28